[1]
{"formula": "C6H15OP", "method": "ωB97M-V/def2-TZVPD", "symbols": ["C", "C", "C", "C", "C", "C", "O", "P", "H", "H", "H", "H", "H", "H", "H", "H", "H", "H", "H", "H", "H", "H", "H"], "xyz": [[-2.96394, 1.52800, -0.66988], [1.36105, -0.87338, 1.23670], [1.76614, -0.25692, -1.25967], [1.76359, 1.54478, 0.50231], [-2.28917, -1.54698, 0.01345], [1.26071, 0.13163, 0.17533], [-0.14551, 0.29899, -0.19883], [-1.66175, 0.18622, 0.26853], [-3.10859, 0.92877, -1.58516], [-2.17299, 2.16965, -1.11035], [0.46590, -0.63732, 1.91272], [1.22015, -1.93018, 0.92204], [2.26710, -0.82305, 1.75297], [1.03605, -0.96761, -1.60017], [2.81515, -0.73107, -1.44295], [1.70928, 0.67288, -1.87148], [1.72779, 1.85645, 1.50326], [2.82900, 1.76286, 0.25134], [1.14815, 2.25097, -0.14148], [-2.06790, -2.22346, 0.76403], [-3.38208, -1.63491, -0.16999], [-1.81187, -1.98668, -0.92410], [-1.76623, 0.28036, 1.67138]], "nbo_charge": [-0.935, -0.633, -0.614, -0.640, -0.979, 0.281, -0.871, 1.425, 0.152, 0.159, 0.214, 0.221, 0.227, 0.217, 0.215, 0.221, 0.215, 0.221, 0.237, 0.227, 0.266, 0.243, -0.070], "lumo_ev": 0.62, "multiplicity": 1, "homo_lumo_gap_ev": 8.070, "e_above_lowest_ev": 3.515, "largest_force_ha_per_bohr": 0.07467}


[2]
{"formula": "C30H79ClN5O15", "method": "ωB97M-V/def2-TZVPD", "symbols": ["Cl", "O", "O", "O", "O", "C", "O", "C", "C", "N", "C", "C", "O", "C", "H", "H", "H", "H", "H", "H", "H", "H", "H", "H", "H", "H", "H", "H", "H", "C", "O", "C", "C", "N", "C", "C", "O", "C", "H", "H", "H", "H", "H", "H", "H", "H", "H", "H", "H", "H", "H", "H", "H", "C", "O", "C", "C", "N", "C", "C", "O", "C", "H", "H", "H", "H", "H", "H", "H", "H", "H", "H", "H", "H", "H", "H", "H", "C", "O", "C", "C", "N", "C", "C", "O", "C", "H", "H", "H", "H", "H", "H", "H", "H", "H", "H", "H", "H", "H", "H", "H", "C", "C", "C", "O", "C", "N", "H", "H", "H", "H", "H", "H", "H", "H", "H", "H", "H", "C", "O", "H", "H", "H", "H", "C", "O", "H", "H", "H", "H"], "xyz": [[0.81962, -10.35897, 23.48985], [1.47044, -9.54232, 24.49019], [-0.05172, -11.27513, 24.17888], [0.07971, -9.51206, 22.61351], [1.86408, -11.04987, 22.77215], [10.17637, -6.44785, 28.78349], [8.84926, -6.01684, 28.58160], [7.92270, -6.78381, 29.34695], [6.53587, -6.66762, 28.76825], [6.34172, -7.51400, 27.59407], [4.97232, -7.43007, 27.09186], [4.52906, -8.72794, 26.44770], [4.29246, -9.67881, 27.48201], [4.06481, -10.94937, 26.89733], [10.43470, -6.44236, 29.84698], [10.84221, -5.75892, 28.26517], [10.31565, -7.44046, 28.34421], [7.96217, -6.43724, 30.38535], [8.22321, -7.83784, 29.34220], [6.30930, -5.62835, 28.48955], [5.88713, -6.93937, 29.60499], [6.97626, -7.15812, 26.88869], [4.85595, -6.63666, 26.34068], [4.28216, -7.22129, 27.90966], [5.27352, -9.11648, 25.74186], [3.61288, -8.64276, 25.85060], [5.02028, -11.34486, 26.53761], [3.34942, -10.93212, 26.07144], [3.68307, -11.59639, 27.68805], [2.67262, -6.98683, 21.00514], [2.98602, -5.88515, 21.80267], [3.18768, -6.16243, 23.17558], [1.83988, -6.20111, 23.88253], [1.25369, -4.85228, 23.85823], [0.16112, -4.77451, 24.82973], [-0.56410, -3.46121, 24.81504], [-1.45917, -3.40620, 23.72453], [-2.44867, -2.40159, 23.81802], [1.68862, -7.41617, 21.24346], [3.39139, -7.81251, 21.10335], [2.64976, -6.66942, 19.96264], [3.86143, -5.44306, 23.63217], [3.63146, -7.16197, 23.28570], [1.99070, -6.50536, 24.92143], [1.15621, -6.94168, 23.45608], [0.93206, -4.63326, 22.92670], [0.55589, -4.90630, 25.84265], [-0.53046, -5.61992, 24.72348], [0.05224, -2.56330, 24.93607], [-1.17235, -3.48049, 25.74026], [-2.01597, -1.40658, 23.67265], [-2.90144, -2.42908, 24.81653], [-3.18239, -2.65584, 23.05789], [-2.21327, -15.44247, 31.57868], [-2.19365, -14.43403, 30.60202], [-0.86652, -14.18673, 30.15485], [-0.92191, -13.26947, 28.94976], [-1.46065, -13.98345, 27.78989], [-1.31544, -13.20068, 26.56103], [-1.92008, -14.02201, 25.43018], [-3.33325, -13.84970, 25.49381], [-3.98266, -14.62096, 24.50814], [-1.85490, -16.38412, 31.16006], [-3.24957, -15.61188, 31.88855], [-1.74889, -15.10080, 32.50968], [-0.42936, -15.14042, 29.83045], [-0.25501, -13.84825, 30.99915], [0.08713, -12.92435, 28.69963], [-1.44280, -12.33164, 29.18579], [-2.45084, -14.05850, 28.01941], [-0.24154, -13.08197, 26.41394], [-1.85406, -12.24767, 26.57663], [-1.62713, -15.06511, 25.58660], [-1.58100, -13.67725, 24.44685], [-3.63276, -15.66024, 24.46519], [-3.82348, -14.21035, 23.50401], [-5.03924, -14.62996, 24.77559], [1.02265, -16.61932, 16.05641], [0.80604, -15.94497, 17.27406], [1.66876, -14.84647, 17.44641], [1.07102, -13.92699, 18.50839], [1.06886, -14.54820, 19.81969], [0.44455, -13.72860, 20.87788], [0.39101, -14.54895, 22.15397], [-0.57904, -15.55470, 21.94878], [-0.69446, -16.53088, 22.95053], [0.24518, -17.37182, 15.95724], [2.02050, -17.06794, 16.00722], [0.95307, -15.92627, 15.20974], [1.88642, -14.24078, 16.55860], [2.64142, -15.22286, 17.79346], [0.03474, -13.75227, 18.17791], [1.61568, -12.98414, 18.54631], [0.60448, -15.44855, 19.81802], [-0.55266, -13.46565, 20.50302], [1.03307, -12.81925, 21.00418], [-0.01248, -13.90785, 22.94726], [1.40945, -14.86008, 22.40406], [-1.67791, -16.98143, 22.83209], [-0.60200, -16.07886, 23.94458], [0.09057, -17.29450, 22.88604], [-3.93673, -7.51574, 20.34445], [-2.64326, -7.77714, 21.11939], [-2.00189, -6.42778, 21.46184], [-1.65822, -5.77421, 20.25283], [-0.91467, -4.59250, 20.48199], [-2.96755, -8.47854, 22.37204], [-4.48493, -8.44342, 20.16391], [-3.66766, -7.06382, 19.38817], [-4.58912, -6.82188, 20.87789], [-2.02311, -8.40448, 20.46870], [-1.11047, -6.63894, 22.06466], [-2.72857, -5.82906, 22.01867], [-0.72409, -4.15037, 19.50618], [0.02795, -4.72071, 21.01609], [-1.55557, -3.91714, 21.05720], [-2.09239, -8.83620, 22.75265], [-3.45418, -9.31424, 22.05374], [4.06953, -12.62792, 20.49787], [3.87546, -13.89462, 19.87980], [3.62980, -12.52161, 21.48922], [5.15503, -12.52697, 20.55993], [3.70680, -11.85332, 19.80915], [2.92494, -14.13662, 19.92022], [5.09795, -9.98730, 22.90823], [4.90859, -11.19008, 23.62703], [5.88653, -9.37026, 23.34691], [5.41658, -10.17125, 21.87555], [4.17010, -9.41142, 22.90982], [3.96585, -11.39823, 23.57418]], "mulliken_charge": [1.275, -0.663, -0.545, -0.621, -0.492, -0.728, -0.322, -0.659, -0.557, -0.236, -0.838, 0.210, -0.447, -0.391, 0.291, 0.249, 0.305, 0.371, 0.355, 0.331, 0.407, 0.257, 0.425, 0.387, 0.115, -0.070, 0.280, -0.022, 0.288, -0.444, -0.455, 0.096, -0.088, -0.386, -0.407, -0.883, -0.103, -0.853, 0.086, 0.247, 0.317, 0.323, -0.245, 0.375, -0.185, 0.232, 0.420, 0.298, 0.338, 0.427, 0.316, 0.362, 0.217, -0.778, -0.297, -0.584, -0.691, -0.246, -0.824, -0.212, -0.401, -0.719, 0.328, 0.245, 0.294, 0.306, 0.441, 0.379, 0.357, 0.220, 0.504, 0.326, 0.230, 0.240, 0.250, 0.265, 0.292, -0.789, -0.264, -0.638, -0.760, -0.387, -0.582, -0.031, -0.321, -0.601, 0.235, 0.301, 0.318, 0.468, 0.310, 0.573, 0.317, 0.234, 0.387, 0.210, 0.113, 0.285, 0.233, 0.190, 0.306, -1.445, 0.594, 0.249, -0.406, -0.244, -0.806, 0.440, 0.310, 0.299, 0.254, -0.355, 0.166, 0.318, -0.015, 0.102, 0.277, 0.289, -0.417, -0.640, 0.167, 0.275, 0.262, 0.370, -0.379, -0.535, 0.395, 0.248, -0.032, 0.274], "lumo_ev": 2.46, "multiplicity": 1, "total_charge": -1, "homo_lumo_gap_ev": 8.987, "largest_force_ha_per_bohr": 0.04402}


[3]
{"formula": "C4H6N4OS", "method": "ωB97M-V/def2-TZVPD", "symbols": ["C", "C", "C", "C", "N", "N", "N", "N", "O", "S", "H", "H", "H", "H", "H", "H"], "xyz": [[0.84158, -0.57317, 0.29542], [1.58945, 0.49353, -0.01191], [-0.56758, -0.57120, -0.06163], [-1.16620, 0.61231, -0.30722], [0.99163, 1.64763, -0.52101], [-1.37814, -1.68526, -0.13638], [-0.44955, 1.80537, -0.26519], [-2.69351, -1.18391, -0.50668], [-3.48998, 0.83653, 1.03076], [-2.98824, 0.52425, -0.28991], [1.37008, -1.36254, 0.69488], [2.58859, 0.66768, 0.12929], [1.44904, 2.46265, -0.15372], [-1.35956, -2.25446, 0.70927], [-0.53146, 2.38682, 0.62562], [-2.74206, -1.53951, -1.43475]], "nbo_charge": [-0.354, 0.054, 0.128, -0.195, -0.436, -0.433, -0.473, -0.682, -0.934, 1.407, 0.225, 0.202, 0.371, 0.382, 0.349, 0.390], "lumo_ev": 0.73, "multiplicity": 1, "homo_lumo_gap_ev": 8.139, "e_above_lowest_ev": 4.037, "largest_force_ha_per_bohr": 0.07036}


[4]
{"formula": "C6H40N2O12", "method": "ωB97M-V/def2-TZVPD", "symbols": ["C", "N", "C", "C", "C", "N", "C", "C", "H", "H", "H", "H", "H", "H", "H", "H", "H", "H", "H", "H", "H", "H", "H", "H", "H", "H", "O", "H", "H", "O", "H", "H", "O", "H", "H", "O", "H", "H", "O", "H", "H", "O", "H", "H", "O", "H", "H", "O", "H", "H", "O", "H", "H", "O", "H", "H", "O", "H", "H", "O"], "xyz": [[1.56769, 1.26389, 0.88537], [0.99042, -0.08312, 0.71502], [-0.40164, -0.00534, 0.08188], [-1.09695, -1.17703, 0.72608], [-0.69296, -2.56283, 0.21312], [-1.89286, -3.51029, 0.13085], [-0.31672, -0.06215, -1.43607], [3.03266, 1.14930, 1.31023], [1.53436, 1.82891, -0.05455], [0.88149, 1.82960, 1.53516], [1.56083, -0.61438, 0.07582], [-0.72273, 1.00263, 0.33548], [-1.04902, -1.09331, 1.80651], [-2.17022, -1.16701, 0.48927], [-0.47662, -2.61479, -0.85082], [0.09048, -3.02420, 0.80061], [-2.64420, -2.88560, 0.36529], [-1.88601, -4.13467, 0.92477], [-0.04884, -1.02487, -1.87637], [-1.27631, -0.02361, -1.97527], [0.21445, 0.81445, -1.81140], [3.24798, 0.74363, 2.29750], [3.50413, 0.61892, 0.48273], [3.39292, 2.18415, 1.28479], [1.06960, -1.63152, 2.22919], [1.31830, -2.83963, 3.27197], [0.67320, -2.23222, 2.89019], [2.21999, -2.38683, -1.24808], [3.29178, -1.75900, -2.05532], [3.04114, -1.88654, -1.11986], [0.30531, -3.76872, -1.65445], [0.36716, -3.22489, -3.08486], [0.86973, -3.31571, -2.26908], [3.29076, 1.80042, -1.74777], [2.92282, 3.14155, -1.44541], [2.87465, 2.54487, -2.21121], [-1.74740, 1.37280, 3.84285], [-2.98059, 2.09808, 3.40373], [-2.02189, 2.07589, 3.19072], [-4.39450, -1.00718, -1.72497], [-3.73533, 0.32224, -1.87340], [-3.65599, -0.49998, -1.37232], [-1.17635, 4.13902, 0.24817], [-1.93902, 4.45040, -1.03834], [-1.33763, 4.87345, -0.40621], [2.20412, -0.52354, -4.07906], [2.44177, -0.14619, -2.55464], [2.84283, -0.33143, -3.41081], [-0.84887, 2.68820, 2.00605], [-0.33515, 4.18100, 2.27524], [-0.40377, 3.47945, 1.62335], [-2.58629, -2.22961, -2.54045], [-2.29922, -3.57960, -1.94241], [-2.07260, -3.03202, -2.71720], [0.43762, 3.07362, -2.55034], [0.18855, 4.06492, -1.35446], [0.09443, 3.15259, -1.65941], [-0.68869, -0.18368, 4.55516], [-2.11322, -0.51070, 5.06305], [-1.45959, 0.17821, 5.00433]], "nbo_charge": [-0.236, -0.688, -0.047, -0.421, -0.258, -0.872, -0.678, -0.620, 0.183, 0.205, 0.373, 0.208, 0.221, 0.198, 0.202, 0.209, 0.349, 0.358, 0.222, 0.215, 0.235, 0.212, 0.206, 0.201, 0.511, 0.477, -1.002, 0.491, 0.488, -0.988, 0.482, 0.500, -0.958, 0.463, 0.465, -0.924, 0.498, 0.479, -0.996, 0.470, 0.480, -0.942, 0.500, 0.464, -0.987, 0.480, 0.488, -0.961, 0.517, 0.488, -0.984, 0.476, 0.495, -0.983, 0.478, 0.499, -0.983, 0.501, 0.487, -0.946], "lumo_ev": 0.11, "multiplicity": 1, "homo_lumo_gap_ev": 8.824, "e_above_lowest_ev": 2.628, "largest_force_ha_per_bohr": 0.04459}


[5]
{"formula": "C3H3NO2S", "method": "ωB97M-V/def2-TZVPD", "symbols": ["C", "C", "C", "N", "O", "O", "S", "H", "H", "H"], "xyz": [[-0.89338, 0.10829, -0.10613], [-1.08933, -1.32853, -0.21748], [0.06486, 0.92280, 0.32814], [1.28327, 0.33877, 0.71555], [2.36182, 1.16492, 0.69733], [-1.08100, -2.11984, 0.65496], [2.35821, 0.09750, -0.66332], [-1.81364, 0.52221, -0.50549], [-1.27894, -1.66536, -1.30641], [0.08812, 1.95925, 0.40285]], "nbo_charge": [-0.326, 0.406, -0.012, -0.199, -0.421, -0.476, 0.481, 0.229, 0.099, 0.219], "lumo_ev": -1.05, "multiplicity": 1, "homo_lumo_gap_ev": 8.523, "e_above_lowest_ev": 6.383, "largest_force_ha_per_bohr": 0.05246}


[6]
{"formula": "C29H34N2O3S", "method": "ωB97M-V/def2-TZVPD", "symbols": ["C", "N", "C", "C", "C", "C", "C", "C", "C", "C", "C", "C", "C", "C", "N", "C", "C", "C", "C", "C", "C", "H", "H", "H", "H", "H", "H", "H", "H", "H", "H", "H", "H", "H", "H", "H", "H", "H", "H", "H", "H", "H", "H", "H", "C", "C", "O", "C", "C", "S", "C", "C", "C", "C", "C", "C", "O", "O", "H", "H", "H", "H", "H", "H", "H", "H", "H", "H", "H"], "xyz": [[6.70124, -1.76860, 4.52087], [6.13302, -1.21232, 3.30446], [6.59826, -1.89193, 2.10560], [4.89712, -0.56220, 3.33847], [4.81515, 0.84519, 3.45241], [3.59422, 1.48005, 3.52035], [2.36074, 0.75550, 3.54569], [1.09976, 1.40852, 3.72179], [-0.11435, 0.72951, 3.57169], [-1.36366, 1.33153, 3.48442], [-2.62549, 0.65486, 3.39251], [-3.83688, 1.40440, 3.42769], [-5.07972, 0.79907, 3.41630], [-5.19073, -0.60875, 3.30527], [-6.45236, -1.21419, 3.28714], [-6.95267, -1.86988, 2.09201], [-7.04874, -1.73399, 4.50537], [-4.00618, -1.37297, 3.22701], [-2.75548, -0.76329, 3.28865], [2.47170, -0.66027, 3.38262], [3.69234, -1.30024, 3.26594], [6.44631, -1.13055, 5.37373], [6.33112, -2.78993, 4.70985], [7.78913, -1.80701, 4.38589], [6.31746, -1.31998, 1.21405], [7.69085, -1.95539, 2.17662], [6.19166, -2.91260, 2.02503], [5.74885, 1.41147, 3.47596], [3.56081, 2.56834, 3.54317], [1.10528, 2.48617, 3.90709], [-0.10255, -0.36152, 3.52054], [-1.40127, 2.41741, 3.49845], [-3.76660, 2.49442, 3.46957], [-5.99833, 1.38451, 3.46888], [-6.65254, -1.30617, 1.20062], [-6.58447, -2.90580, 2.00827], [-8.04734, -1.89274, 2.16436], [-6.77624, -1.10488, 5.36058], [-8.13757, -1.72941, 4.36961], [-6.72833, -2.77151, 4.70332], [-4.08784, -2.45643, 3.13513], [-1.85977, -1.37686, 3.24504], [1.56408, -1.26330, 3.34763], [3.74310, -2.38033, 3.14598], [-2.67324, 6.09224, 5.10846], [-1.79123, 4.86311, 5.12516], [-0.42564, 5.18669, 5.48216], [0.40014, 4.11149, 5.72662], [1.78922, 4.49583, 5.53670], [3.09276, 3.66028, 6.20100], [3.27403, 4.05197, 7.95911], [2.70534, 3.17150, 8.89651], [2.95137, 3.34644, 10.26499], [3.74528, 4.41639, 10.69670], [4.29998, 5.30619, 9.76935], [4.06833, 5.11576, 8.39910], [4.38206, 4.07432, 5.58362], [-0.01012, 2.99480, 6.04459], [-3.57911, 5.83416, 4.55540], [-2.96718, 6.37274, 6.12109], [-2.21382, 6.95427, 4.62369], [-2.19157, 4.13652, 5.84002], [-1.79460, 4.41767, 4.12073], [1.94316, 5.55469, 5.34058], [2.09788, 2.34662, 8.52771], [2.52068, 2.63552, 10.97628], [3.93265, 4.55901, 11.76338], [4.91551, 6.14776, 10.10218], [4.51542, 5.79154, 7.67136]], "nbo_charge": [-0.393, -0.501, -0.395, 0.273, -0.230, -0.081, -0.219, 0.204, -0.333, 0.064, -0.167, -0.119, -0.234, 0.235, -0.501, -0.395, -0.393, -0.253, -0.082, -0.061, -0.283, 0.217, 0.168, 0.201, 0.209, 0.205, 0.167, 0.247, 0.262, 0.251, 0.197, 0.225, 0.222, 0.235, 0.208, 0.168, 0.203, 0.211, 0.200, 0.170, 0.223, 0.204, 0.197, 0.222, -0.620, -0.063, -0.540, 0.726, -0.898, 1.258, -0.245, -0.212, -0.221, -0.224, -0.205, -0.207, -1.027, -0.733, 0.201, 0.211, 0.219, 0.194, 0.138, 0.221, 0.225, 0.210, 0.208, 0.209, 0.231], "lumo_ev": -2.69, "multiplicity": 1, "homo_lumo_gap_ev": 3.583, "largest_force_ha_per_bohr": 0.05141}